Entry 1:
Here is a structure of composition C22H49AlN2O5P at a distorted geometry from OMol25. Energies are from wB97M-V/def2-TZVPD.

Values from the calculation:
E (hartree): -1937.03603
HOMO level (spin up / spin down) (eV): -4.9 / -4.9
Multiplicity: 3
Energy relative to the best compared isomer or geometry (same formula, charge and spin) (kJ/mol): 444.07
Charge: -1

Structure (XYZ):
```
80
Properties=species:S:1:pos:R:3:lowdin_spin:R:1
C 4.46802 -0.14028 -2.18802 0.0000
C 5.15306 1.30211 -1.80352 0.0000
C 4.14048 2.32279 -0.96982 0.0000
Al 2.86425 3.38371 -2.17597 0.0000
C 1.28345 2.31465 -2.92634 0.0000
P 0.50333 1.05953 -1.71730 0.0000
O 1.53438 0.18471 -0.89742 -0.0001
O -0.45375 -0.04979 -2.72147 0.0001
O -0.63033 1.74874 -0.57749 0.0000
H 3.46943 0.03867 -2.81311 0.0000
H 5.18898 -0.88567 -2.74718 0.0000
H 4.15610 -0.70017 -1.18101 0.0000
H 5.62246 1.82409 -2.75895 0.0000
H 6.05195 1.07413 -1.05670 0.0000
H 4.86638 3.12045 -0.45822 0.0000
H 3.60260 1.78101 -0.05527 0.0000
H 2.32232 4.65596 -1.35323 0.0000
H 3.69322 4.02054 -3.40500 0.0000
H 0.42899 3.10409 -3.19022 0.0000
H 1.54805 1.79959 -3.96512 0.0000
H -1.40097 -0.00464 -2.38348 0.0000
H -0.35645 1.37927 0.32315 0.0001
C 2.25944 -6.77301 -2.33833 0.0015
C 1.02382 -6.43279 -1.45244 0.0217
C -0.20777 -6.12317 -2.34864 0.0123
C -0.14357 -4.76328 -3.03351 0.0008
C 0.12728 -3.65432 -2.02229 0.0131
C 1.37409 -3.92553 -1.14571 0.0222
N 1.36960 -5.29605 -0.53364 0.3097
O 0.43112 -5.29493 0.51511 0.6125
C 2.65620 -3.72436 -1.99705 0.0009
C 1.47567 -2.79614 -0.06557 -0.0010
C 0.72951 -7.76687 -0.68917 -0.0011
H 2.41284 -7.85456 -2.43905 -0.0004
H 2.16802 -6.38314 -3.35591 -0.0001
H 3.19033 -6.39109 -1.90432 0.0013
H -1.12593 -6.15710 -1.74376 0.0025
H -0.32260 -6.90331 -3.11324 0.0009
H 0.62431 -4.76685 -3.81468 0.0003
H -1.09224 -4.56660 -3.54611 0.0009
H 0.23744 -2.70530 -2.56081 0.0008
H -0.76206 -3.53796 -1.38814 0.0026
H 3.55447 -3.98419 -1.42903 0.0010
H 2.76187 -2.67544 -2.30572 -0.0004
H 2.65654 -4.30011 -2.92287 0.0000
H 0.57327 -2.71980 0.55186 -0.0007
H 1.60724 -1.81382 -0.53601 -0.0002
H 2.33342 -2.96003 0.59781 0.0002
H 1.56288 -8.03688 -0.02956 0.0001
H 0.58146 -8.59466 -1.39290 -0.0003
H -0.18468 -7.71543 -0.08664 -0.0008
C -4.08740 5.44949 1.81254 0.0012
C -3.11175 4.23788 1.72645 0.0204
C -3.90625 2.90455 1.80930 0.0121
C -4.41649 2.57867 3.20784 0.0007
C -3.28663 2.64130 4.23021 0.0117
C -2.50741 3.97835 4.19031 0.0216
N -2.07330 4.35910 2.80482 0.2944
O -0.99217 3.53065 2.45066 0.6319
C -3.38268 5.10341 4.80449 0.0007
C -1.29917 3.87756 5.18152 -0.0011
C -2.51033 4.34094 0.28539 -0.0008
H -4.33029 5.85793 0.82381 -0.0004
H -5.04268 5.18859 2.27643 -0.0001
H -3.65047 6.28657 2.36856 0.0012
H -3.27032 2.07123 1.47579 0.0025
H -4.75719 2.92965 1.11527 0.0008
H -5.22519 3.26293 3.48656 0.0003
H -4.85761 1.57528 3.21182 0.0008
H -3.70564 2.47249 5.22956 0.0008
H -2.60404 1.80081 4.04517 0.0026
H -2.89235 6.07790 4.72087 0.0010
H -3.56111 4.92270 5.87322 -0.0004
H -4.37275 5.17710 4.35400 0.0000
H -0.63760 3.03310 4.95658 -0.0007
H -1.64747 3.72628 6.21079 -0.0003
H -0.70044 4.79629 5.16919 0.0001
H -1.92764 5.26210 0.16532 0.0002
H -3.30548 4.35030 -0.46962 -0.0002
H -1.86616 3.49014 0.03516 -0.0006
```

=====

Entry 2:
Here is a structure of composition C29H28N6O4 at a distorted geometry from OMol25. Energies are from wB97M-V/def2-TZVPD.

Values from the calculation:
E (hartree): -1751.05599
HOMO level (eV): -7.2
Energy relative to the best compared isomer or geometry (same formula, charge and spin) (kJ/mol): 52.90

Structure (XYZ):
```
67
Properties=species:S:1:pos:R:3:nbo_charge:R:1
C 6.02806 -0.79179 0.13475 -0.6336
C 4.74693 -0.27361 0.69896 0.0133
C 4.37068 1.05514 0.51312 -0.2128
C 3.13500 1.52882 0.95409 -0.0010
C 2.73699 2.93844 0.65337 -0.6486
C 2.26266 0.60366 1.52909 0.1312
N 0.91270 1.00689 1.70048 -0.3454
C -0.08706 0.53592 0.90353 0.4696
C 0.17240 -0.43461 -0.14325 -0.6166
N -1.26105 1.11377 1.41365 -0.3568
C -2.67038 0.84708 1.17822 0.1457
C -3.47633 0.25784 2.17919 0.0008
C -2.93110 -0.10324 3.52669 -0.6404
C -4.82589 -0.00417 1.89555 -0.2231
C -5.41067 0.35938 0.67613 0.0257
C -6.85626 0.05862 0.41607 -0.6339
C -4.62249 1.04078 -0.24939 -0.2204
C -3.29392 1.37228 0.04000 0.0110
C -2.54464 2.23068 -0.91553 -0.6297
C -0.90101 1.99455 2.44307 -0.0516
C 0.42885 1.95737 2.58881 -0.0544
C 2.60820 -0.73102 1.76862 0.0028
C 1.69697 -1.71793 2.44881 -0.6461
C 3.87285 -1.13333 1.35143 -0.1907
H 5.89058 -1.79695 -0.26945 0.2293
H 6.37904 -0.14084 -0.66562 0.2195
H 6.81928 -0.85369 0.88407 0.2259
H 5.03703 1.74507 0.00540 0.2140
H 2.14437 3.01784 -0.26601 0.2572
H 2.18344 3.39337 1.47741 0.2107
H 3.64736 3.52261 0.49697 0.2265
H -0.73583 -0.57042 -0.73760 0.2446
H 0.74259 -1.37114 0.16352 0.2791
H -3.68849 -0.67636 4.07066 0.2270
H -2.04067 -0.74193 3.45073 0.2251
H -2.68724 0.77933 4.13239 0.2191
H -5.42912 -0.51795 2.64817 0.2128
H -7.21881 0.60491 -0.45845 0.2216
H -7.01119 -1.01283 0.24372 0.2296
H -7.46549 0.34134 1.28135 0.2236
H -5.01500 1.33308 -1.22494 0.2169
H -3.23277 2.46787 -1.73016 0.2221
H -2.19153 3.17927 -0.48823 0.2310
H -1.69123 1.68881 -1.33173 0.2294
H -1.64389 2.56513 2.98436 0.2450
H 1.07517 2.47726 3.28118 0.2457
H 2.25636 -2.65215 2.58783 0.2370
H 1.36229 -1.35966 3.43049 0.2213
H 0.80684 -1.99764 1.87232 0.2237
H 4.17558 -2.16445 1.50229 0.2228
N 0.52480 2.73683 -2.37062 -0.3859
C 0.54165 1.59031 -2.64479 0.3029
C 0.60625 0.18532 -2.90587 -0.3334
C 1.23840 -0.61954 -1.82781 -0.0893
C 1.43124 -2.03391 -2.23535 0.0270
N 1.95951 -3.05688 -1.44769 0.3875
O 2.62114 -3.10601 -0.41868 -0.4295
O 1.66854 -4.27174 -2.13945 -0.1567
N 0.94109 -4.04399 -3.27322 -0.0790
C 0.83828 -2.65589 -3.33661 0.1099
C 0.16979 -1.83031 -4.30917 -0.1267
N -0.16901 -2.34337 -5.59612 0.5040
O -0.19207 -3.56984 -5.83631 -0.3936
O -0.41090 -1.50683 -6.50014 -0.4443
C 0.03563 -0.42747 -4.02987 -0.0434
H 2.15289 -0.18418 -1.40921 0.2344
H -0.51743 0.16607 -4.76522 0.2606
```

=====

Entry 3:
Here is a cluster of 3 separate species, C5H11NO2 in total at a distorted geometry from OMol25. Energies are from wB97M-V/def2-TZVPD.

Values from the calculation:
E (hartree): -402.33767
HOMO level (eV): -8.4
Energy relative to the best compared isomer or geometry (same formula, charge and spin) (kJ/mol): 106.26
Structure (SMILES): Cc1cc[nH]c1.O.O

Structure (XYZ):
```
19
Properties=species:S:1:pos:R:3:nbo_charge:R:1
C 1.49967 -1.04554 0.11203 -0.6418
C 0.29466 -0.16445 0.02330 -0.0756
C -0.38562 0.53353 1.06006 -0.3281
C -1.48617 1.13499 0.52446 -0.0694
N -1.46653 0.93875 -0.83554 -0.5114
C -0.37127 0.15845 -1.13810 -0.1145
H 2.16818 -0.86339 -0.72913 0.2190
H 1.99098 -0.86906 1.07177 0.2069
H 1.22387 -2.09576 0.07363 0.2452
H -0.09463 0.39449 2.09111 0.2242
H -2.32642 1.57808 1.03233 0.2148
H -2.13463 1.24287 -1.49950 0.4128
H -0.11924 -0.09084 -2.15517 0.2130
O 1.80333 2.76945 0.69166 -0.9420
H 1.24849 2.87261 -0.07951 0.4708
H 1.73388 1.87527 0.98493 0.4734
O -0.87773 -2.90031 -0.62356 -0.9446
H -1.44509 -2.12236 -0.76111 0.4772
H -1.25573 -3.34680 0.15633 0.4701
```

=====

> Among the records above, which one has the lowest E?

C22H49AlN2O5P

=====

> What is the energy relative to the best compared isomer or geometry (same formula, charge and spin) in the first record?

444.07 kJ/mol

=====

> Which formula does entry 1 have?

C22H49AlN2O5P